[1]
{"formula": "C2H5N4", "method": "ωB97M-V/def2-TZVPD", "smiles": "N#C/[N+](N)=C/N", "e_above_lowest_kj_mol": 254.7, "charge": 1, "e_tot_ev": -8105.087, "e_homo_ev": -15.826, "orbital_gap_ev": 10.47, "species": ["N", "C", "N", "N", "C", "N", "H", "H", "H", "H", "H"], "xyz": [[-3.31267, 0.60335, 1.26191], [-2.31783, 0.27651, 0.77626], [-1.05920, 0.16171, 0.39448], [-0.68718, 1.15471, -0.97519], [-0.21430, -0.63767, 0.90013], [1.07881, -0.85479, 0.51918], [-0.26962, 2.01193, -0.45423], [-1.55318, 1.39844, -1.38321], [-0.36968, -1.19854, 1.80713], [1.49243, -1.77084, 0.61679], [1.48878, -0.19840, -0.18441]], "forces_ev_per_a": [[0.15, -0.52, -0.58], [-1.62, 1.04, 1.75], [0.03, 3.47, -4.51], [3.03, -1.07, 4.30], [4.98, -2.54, 0.40], [-1.86, 2.52, -1.35], [-1.19, -1.65, -1.06], [-1.76, 0.15, -0.08], [-1.36, -0.28, 0.05], [0.08, 0.13, 0.52], [-0.48, -1.24, 0.57]]}


[2]
{"formula": "C2H3BrClO3S", "method": "ωB97M-V/def2-TZVPD", "e_above_lowest_kj_mol": 131.6, "charge": -1, "e_tot_ev": -101665.593, "e_homo_ev": [-4.705, -4.705], "orbital_gap_ev": [5.59, 5.59], "species": ["C", "C", "O", "O", "O", "S", "Cl", "Br", "H", "H", "H"], "xyz": [[-0.01683, 0.10749, -0.12655], [-0.57016, 1.45352, -0.32284], [-0.51506, 4.00719, 0.40197], [0.67691, 2.38238, 1.81035], [1.38386, 2.73261, -0.50278], [0.30534, 2.82726, 0.49073], [-1.20236, 1.92827, -1.75970], [-3.58983, -0.10010, 0.32621], [-0.25969, -0.57912, -0.93266], [-0.39666, -0.28602, 0.81939], [1.06565, 0.20785, -0.01253]], "forces_ev_per_a": [[-0.43, -0.48, 0.29], [1.20, 0.04, -0.58], [0.13, -0.43, -0.05], [-0.24, -0.13, -0.27], [-0.51, -0.13, 0.29], [0.42, 0.88, 0.74], [-0.83, -0.27, -0.33], [0.52, 0.23, -0.08], [-0.16, 0.08, 0.02], [-0.06, 0.03, -0.04], [-0.04, 0.18, -0.01]]}